Entry from OMol25: a molecular structure, C39H58LaN6O2P2 in a non-equilibrium geometry (ωB97M-V with the def2-TZVPD basis set).

Results
Kohn-Sham gap: 4.63 eV
maximum force: 1.01 eV/A
lowest unoccupied orbital energy: 1.880 eV
charge: -1
energy relative to the best compared isomer or geometry (same formula, charge and spin): 0.0 kJ/mol

Last column: Mulliken charge in e.
Positions of all 108 atoms, in Å:
La1 -0.2156 0.6886 0.4550  1.399
N1 -1.2527 -1.1323 2.4158  -0.301
C1 -1.8366 -0.3154 3.5035  -0.606
C2 -1.0890 0.9997 3.6944  0.387
O1 -0.9791 1.4574 4.8213  -0.777
O2 -0.6501 1.5253 2.5988  -0.219
H1 -1.8119 -1.9685 2.2906  0.189
H2 -0.3136 -1.4275 2.6791  -0.020
H3 -1.8543 -0.8297 4.4641  0.391
H4 -2.8621 -0.0636 3.2246  0.289
C3 1.8021 4.2449 1.7458  -1.254
P1 2.1864 2.6576 0.9306  1.246
C4 3.7300 2.1979 1.7904  -1.341
C5 2.8467 3.2559 -0.6815  -1.261
C6 3.2660 2.1176 -1.6181  -1.283
P2 1.9285 0.8887 -1.9456  1.280
C7 0.8758 1.7960 -3.1423  -0.983
C8 2.8255 -0.2243 -3.0858  -1.548
H5 2.6710 4.9087 1.7451  0.490
H6 1.4867 4.0476 2.7719  0.336
H7 0.9683 4.7293 1.2363  0.060
H8 4.4511 3.0175 1.7197  0.527
H9 4.1590 1.2851 1.3767  0.234
H10 3.5108 1.9935 2.8396  0.322
H11 3.6861 3.9341 -0.4951  0.650
H12 2.0537 3.8530 -1.1405  0.179
H13 4.1039 1.5585 -1.1863  0.336
H14 3.6155 2.5161 -2.5760  0.692
H15 1.4829 2.2916 -3.9069  0.450
H16 0.2325 2.5118 -2.6299  -0.045
H17 0.2091 1.0743 -3.6188  0.344
H18 3.2653 0.3607 -3.8987  0.480
H19 2.1334 -0.9536 -3.5056  0.336
H20 3.6087 -0.7685 -2.5567  0.295
C9 -0.5809 4.6953 -1.3256  -0.636
C10 -1.8991 4.7992 -0.5553  0.455
C11 -1.6599 4.6167 0.9445  -1.427
C12 -3.0071 3.9004 -1.0729  0.347
C13 -4.1554 4.5198 -1.5491  -0.769
C14 -5.2794 3.8167 -1.9756  -1.408
C15 -5.2253 2.4320 -1.8610  -0.729
C16 -4.1036 1.7644 -1.3846  0.299
C17 -4.2016 0.2519 -1.2865  0.246
C18 -3.9801 -0.2849 0.1339  -1.079
C19 -3.3119 -0.4383 -2.3266  -0.111
C20 -2.8957 2.4693 -1.0271  0.337
N2 -1.7668 1.8154 -0.6625  0.071
H21 0.1180 5.4826 -1.0165  0.499
H22 -0.7456 4.7859 -2.4029  0.488
H23 -0.1293 3.7192 -1.1449  -0.847
H24 -2.2622 5.8238 -0.6941  0.701
H25 -1.2411 3.6322 1.1693  0.108
H26 -2.6003 4.7003 1.4937  0.441
H27 -0.9774 5.3846 1.3284  0.400
H28 -4.1702 5.6074 -1.5755  0.330
H29 -6.1584 4.3239 -2.3519  0.324
H30 -6.0918 1.8371 -2.1433  0.305
H31 -5.2382 0.0022 -1.5391  0.607
H32 -2.9676 -0.0623 0.4656  -0.322
H33 -4.1442 -1.3712 0.1796  0.289
H34 -4.6668 0.1941 0.8355  0.448
H35 -2.2950 -0.0555 -2.2444  -0.269
H36 -3.6778 -0.2284 -3.3354  0.452
H37 -3.3041 -1.5289 -2.1934  -0.532
C21 4.8680 -1.8404 5.7841  -0.396
C22 4.7776 -2.5441 4.5885  -0.985
C23 3.8831 -2.1553 3.5991  0.065
C24 3.0528 -1.0432 3.7768  0.828
C25 3.1495 -0.3552 4.9898  -0.574
C26 4.0420 -0.7414 5.9817  -0.817
C27 2.0709 -0.5270 2.7702  -0.239
C28 1.8299 -0.8544 1.4928  -0.882
C29 2.5170 -1.9439 0.8090  -1.011
C30 1.9421 -3.2271 0.7391  0.345
C31 2.5331 -4.2651 0.0322  -0.714
C32 3.7275 -4.0687 -0.6547  -0.682
C33 4.3124 -2.8077 -0.6021  -0.602
C34 3.7195 -1.7696 0.1032  0.362
H38 5.5678 -2.1486 6.5511  0.373
H39 5.4097 -3.4080 4.4186  0.413
H40 3.8370 -2.7252 2.6814  0.440
H41 2.4921 0.4930 5.1551  0.440
H42 4.0864 -0.1848 6.9102  0.380
H43 1.4978 0.3012 3.2019  0.072
H44 1.0226 -3.4075 1.2895  0.294
H45 2.0607 -5.2424 0.0259  0.442
H46 4.1890 -4.8737 -1.2118  0.371
H47 5.2472 -2.6267 -1.1213  0.441
H48 4.1972 -0.7941 0.1216  0.291
C35 -3.1280 -4.1667 -3.9234  -1.362
C36 -2.7845 -4.9734 -2.6752  0.925
C37 -3.7205 -4.6470 -1.5158  -1.311
C38 -1.3156 -4.8204 -2.3024  -1.486
N3 -0.9428 -3.4561 -1.9066  1.084
C39 -1.0702 -2.8265 -0.7482  -1.495
N4 -0.5496 -1.6294 -0.8568  1.086
N5 -0.0979 -1.5452 -2.1363  0.208
N6 -0.3323 -2.6325 -2.7655  -1.077
H49 -4.1867 -4.2690 -4.1678  0.419
H50 -2.5467 -4.4983 -4.7864  0.387
H51 -2.9308 -3.1030 -3.7751  0.193
H52 -2.8890 -6.0390 -2.9071  0.354
H53 -3.7208 -3.5779 -1.2887  0.112
H54 -3.4534 -5.1931 -0.6065  0.362
H55 -4.7470 -4.9131 -1.7718  0.442
H56 -0.6768 -5.0551 -3.1510  0.410
H57 -1.0369 -5.4780 -1.4794  0.451
H58 -1.5189 -3.2493 0.1342  0.355



Entry from OMol25: 2 unconnected molecules or ions with the total composition C2H2NO2S2 in a non-equilibrium geometry (ωB97M-V with the def2-TZVPD basis set).

Results
Kohn-Sham gap: 6.13 eV
maximum force: 5.20 eV/A
lowest unoccupied orbital energy: 3.773 eV
charge: -1
energy relative to the best compared isomer or geometry (same formula, charge and spin): 153.8 kJ/mol

Last column: Mulliken charge in e.
Positions of all 9 atoms, in Å:
C1 -1.6617 4.0136 -1.0438  0.671
C2 0.1018 0.0110 0.1600  -0.499
N1 -0.8118 0.9398 0.2329  -0.290
O1 -2.4397 3.3992 -1.6607  -0.395
O2 -0.7159 4.5726 -0.6520  -0.417
S1 -1.5859 1.4339 1.5950  -0.013
S2 -2.6172 3.0302 1.1702  -0.597
H1 0.4737 -0.1682 -0.7817  0.285
H2 0.3927 -0.4380 1.0025  0.255



Entry from OMol25: a molecular structure, C31H25BrCl2IN3O2SbTc (ωB97M-V with the def2-TZVPD basis set).

Results
multiplicity: 4
Kohn-Sham gap (spin up / spin down): 4.92 / 2.97 eV
maximum force: 0.78 eV/A
lowest unoccupied orbital energy (spin up / spin down): -9.785 / -11.737 eV
charge: +3
energy relative to the best compared isomer or geometry (same formula, charge and spin): 0.0 kJ/mol

Last column: Löwdin spin population.
Positions of all 67 atoms, in Å:
Tc1 -0.2992 0.4999 -0.2736  1.835
C1 -2.2352 3.0913 -1.5246  0.002
C2 -1.0201 3.5003 -0.7340  0.009
C3 -0.7605 4.8594 -0.6879  -0.003
C4 0.2771 5.3709 0.0567  0.017
C5 1.0477 4.4844 0.7938  -0.001
C6 0.7956 3.1286 0.7319  0.012
N1 -0.2107 2.6146 -0.0480  -0.015
Sb1 2.0789 1.9994 2.0160  0.001
C7 0.5145 0.6974 2.6738  0.008
C8 0.4563 0.4831 4.0325  0.001
C9 -0.4440 -0.4512 4.5439  0.012
C10 -1.2120 -1.1754 3.6619  -0.002
C11 -1.1283 -0.9430 2.2971  0.010
C12 -1.9681 -1.7772 1.3620  0.005
N2 -0.2981 0.0197 1.8114  -0.002
C13 2.6795 0.6816 0.4366  0.015
C14 4.0161 0.3891 0.2834  0.001
C15 4.4083 -0.5784 -0.6452  0.018
C16 3.4397 -1.2590 -1.3575  -0.003
C17 2.1064 -0.9419 -1.1847  0.013
C18 1.0306 -1.6855 -1.9375  0.004
N3 1.7456 0.0444 -0.3232  0.007
H1 -2.8196 3.9799 -1.7501  0.000
H2 -2.8744 2.4289 -0.9571  0.000
H3 -1.9625 2.6362 -2.4769  0.002
H4 -1.4106 5.5192 -1.2474  -0.001
H5 0.4705 6.4389 0.0837  0.001
H6 1.8485 4.8530 1.4211  0.000
H7 1.1118 1.0315 4.6961  0.000
H8 -0.5166 -0.6244 5.6110  0.001
H9 -1.8910 -1.9422 4.0151  0.000
H10 -2.1166 -2.7650 1.7943  0.001
H11 -1.4756 -1.9409 0.3970  0.002
H12 -2.9507 -1.3266 1.2077  0.000
H13 4.7536 0.9007 0.8910  0.000
H14 5.4580 -0.8133 -0.7863  0.001
H15 3.7049 -2.0486 -2.0528  0.000
H16 1.3097 -2.7352 -2.0301  0.001
H17 0.8970 -1.2727 -2.9405  0.001
H18 0.0612 -1.6929 -1.4051  0.001
Cl1 -3.8729 -1.3981 -6.3081  0.142
C19 -2.8847 -0.7261 -5.1494  0.181
C20 -1.6472 -0.1763 -5.5193  -0.037
C21 -0.8246 0.3545 -4.5622  0.124
Cl2 0.6544 1.0443 -4.9656  0.065
C22 -1.2054 0.3166 -3.1634  0.096
O1 -0.4023 0.7240 -2.2907  0.220
C23 -2.5147 -0.1866 -2.8264  0.060
C24 -3.0134 -0.1179 -1.4740  0.028
O2 -2.3645 0.2750 -0.4945  0.056
C25 -3.3248 -0.7020 -3.7926  0.114
H19 -1.3449 -0.1724 -6.5614  -0.003
H20 -4.0584 -0.3812 -1.3002  0.000
H21 -4.3094 -1.0942 -3.5389  0.001
Br1 2.0705 -6.7615 3.2157  0.000
C26 1.0953 -6.8804 1.6147  0.000
C27 0.6750 -8.1362 1.2087  0.000
C28 -0.0459 -8.2919 0.0329  0.000
C29 -0.3564 -7.1928 -0.7451  0.000
C30 0.0572 -5.9333 -0.3453  0.000
C31 0.7836 -5.7821 0.8325  0.000
I1 1.3884 -3.8529 1.3774  0.000
H22 0.9192 -8.9946 1.8232  0.000
H23 -0.3613 -9.2828 -0.2735  0.000
H24 -0.9181 -7.3128 -1.6650  0.000
H25 -0.1817 -5.0652 -0.9519  0.000



Entry from OMol25: C4H7N3O in the gas phase in a non-equilibrium geometry (ωB97M-V with the def2-TZVPD basis set).

Results
Kohn-Sham gap (spin up / spin down): 7.27 / 8.53 eV
maximum force: 4.16 eV/A
lowest unoccupied orbital energy (spin up / spin down): -0.650 / 0.560 eV
charge: 0
energy relative to the best compared isomer or geometry (same formula, charge and spin): 461.3 kJ/mol

Last column: Mulliken charge in e.
Positions of all 15 atoms, in Å:
C1 0.8847 -1.7348 -0.9365  -0.873
C2 -1.1137 0.3813 -0.8925  -1.305
N1 0.6965 -0.8902 0.2167  -0.535
C3 -0.0071 1.0434 1.2995  0.287
C4 -0.1377 0.0798 0.2149  0.862
O1 -0.8398 2.1276 1.4369  -0.485
N2 1.5922 0.1121 2.2501  -0.332
N3 0.5142 0.5126 2.4217  0.101
H1 -0.3542 2.9423 1.2586  0.370
H2 1.1205 -1.1650 -1.8437  0.304
H3 1.7192 -2.4079 -0.7447  0.309
H4 -0.0110 -2.3326 -1.1444  0.295
H5 -1.7807 1.1952 -0.6208  0.321
H6 -0.5759 0.6450 -1.8060  0.322
H7 -1.7072 -0.5088 -1.1099  0.359



Entry from OMol25: 2 unconnected molecules or ions with the total composition C18H35N4O4P in a non-equilibrium geometry (ωB97M-V with the def2-TZVPD basis set).

Results
multiplicity: 2
Kohn-Sham gap (spin up / spin down): 6.11 / 6.74 eV
maximum force: 7.46 eV/A
lowest unoccupied orbital energy (spin up / spin down): -5.171 / -5.171 eV
charge: +1
energy relative to the best compared isomer or geometry (same formula, charge and spin): 598.3 kJ/mol

Last column: Löwdin spin population.
Positions of all 62 atoms, in Å:
C1 5.5964 -0.7454 -2.2631  0.000
C2 4.3323 -0.4456 -2.5364  0.000
C3 2.7281 -0.3189 -2.7944  0.000
C4 2.3419 -0.3471 -4.3697  0.000
N1 0.8321 -0.3539 -4.4898  0.000
C5 0.2260 -1.3207 -3.5664  0.000
N2 -1.1454 -1.3691 -3.3678  0.000
C6 -1.7634 -0.2119 -2.6319  0.000
C7 -3.4068 -0.1834 -2.7275  0.000
C8 -3.8400 1.1787 -1.9150  0.000
P1 -1.9859 -2.7980 -3.9774  0.000
O1 -2.9230 -2.4728 -5.1557  0.000
O2 -0.8055 -3.9147 -4.6087  0.000
O3 -2.7602 -3.6474 -2.6847  0.000
N3 1.0442 -2.3215 -2.7935  0.000
C9 2.0102 -1.5271 -1.9520  0.000
H1 6.5168 -1.2352 -1.7497  0.000
H2 2.3112 0.6708 -2.3508  0.000
H3 2.8409 -1.2221 -4.9405  0.000
H4 2.6885 0.6421 -4.8847  0.000
H5 0.4821 0.6090 -4.3264  0.000
H6 -1.5133 -0.2874 -1.4971  0.000
H7 -1.4261 0.8268 -3.0475  0.000
H8 -3.6906 -0.0765 -3.8442  0.000
H9 -3.8688 -1.1288 -2.2326  0.000
H10 -3.3481 2.0827 -2.4678  0.000
H11 -3.3561 1.1160 -0.8608  0.000
H12 -4.9866 1.3260 -1.8785  0.000
H13 -0.4279 -4.3185 -3.7728  0.000
H14 -1.9865 -4.0165 -2.1635  0.000
H15 0.3676 -2.7451 -2.1203  0.000
H16 2.8750 -2.2401 -1.6403  0.000
H17 1.5380 -1.1171 -0.9862  0.000
C10 -0.4184 2.9193 4.3100  0.002
C11 -0.1325 2.3143 2.9088  0.023
C12 -1.3536 1.4940 2.4266  0.014
C13 -1.5031 0.1453 3.1260  0.001
C14 -0.2062 -0.6498 3.0591  0.014
C15 1.0155 0.1390 3.5767  0.024
N4 1.1242 1.5004 2.9643  0.333
O4 1.5709 1.3469 1.6731  0.583
C16 0.9402 0.2539 5.1188  0.001
C17 2.2917 -0.7197 3.3423  -0.001
C18 -0.0022 3.5608 1.9863  -0.001
H18 0.5065 3.0828 4.8717  0.001
H19 -0.9069 3.8964 4.2412  0.000
H20 -1.0860 2.3008 4.9128  0.000
H21 -1.2738 1.3120 1.3466  0.003
H22 -2.2736 2.0724 2.5686  0.001
H23 -1.8158 0.2855 4.1651  0.000
H24 -2.3053 -0.4253 2.6437  0.001
H25 -0.3273 -1.5772 3.6313  0.001
H26 -0.0403 -0.9568 2.0177  0.003
H27 1.7474 0.8820 5.5080  0.001
H28 1.0408 -0.7302 5.5886  0.000
H29 -0.0052 0.6507 5.4832  0.000
H30 2.4307 -0.9923 2.2916  -0.001
H31 2.2349 -1.6614 3.8976  0.000
H32 3.1890 -0.1917 3.6820  0.000
H33 0.8510 4.1813 2.2786  0.000
H34 -0.8999 4.1840 2.0463  0.000
H35 0.1102 3.2956 0.9309  -0.001



Among the records above, which one has the lowest maximum force?
C31H25BrCl2IN3O2SbTc